[1]
2 unconnected molecules or ions with the total composition C16H23F4N2O2P, computed with ωB97M-V/def2-TZVPD.

As for the energy relative to the best compared isomer or geometry (same formula, charge and spin): 27.2 kcal/mol. For the molar mass, the calculation gives 382.3 Da. The value obtained for the total energy is -44194.682 eV. The value obtained for the highest occupied orbital energy is -5.77 eV. The value obtained for the orbital gap is 2.8 eV.

The geometry in ORCA input format:
```
! RIJCOSX wB97M-V def2-TZVPD def2/J DEFGRID3
* xyz 0 1
F -2.1056 1.5332 8.0303
C -0.9791 0.8700 8.3375
C -0.9942 -0.5246 8.0146
F -2.0979 -1.2442 8.5238
C 0.2891 -1.3419 8.1131
O 0.2821 -2.5349 7.7986
C 1.4555 -0.5570 8.3860
F 2.6219 -1.2180 8.4760
C 1.4440 0.7953 8.4642
F 2.5851 1.4565 8.6795
C 0.2393 1.6006 8.4138
O 0.2811 2.8421 8.4328
C 1.7236 -3.1993 3.2827
C 0.9271 -1.9654 3.7039
C 1.5453 -1.4633 5.0133
C 1.0429 -0.8581 2.6676
N -0.4963 -2.3036 3.8603
C -0.8397 -3.6318 4.3840
C -2.3453 -3.6333 4.5912
N -2.8003 -2.2648 4.3131
C -4.1904 -1.9202 4.6622
C -5.1099 -3.1259 4.4746
C -4.6320 -0.7736 3.7633
C -4.3126 -1.4754 6.1304
P -1.8365 -1.7019 3.0653
H -1.1418 -0.4256 6.9687
H 1.2961 -3.6403 2.3744
H 2.7569 -2.8985 3.0635
H 1.7689 -3.9582 4.0768
H 1.1144 -0.5003 5.3136
H 1.4279 -2.1709 5.8422
H 2.6257 -1.3004 4.8632
H 0.5350 0.0525 3.0056
H 2.1023 -0.6229 2.5100
H 0.6116 -1.1794 1.7132
H -0.5752 -4.3988 3.6365
H -0.3144 -3.8739 5.3179
H -2.8061 -4.3190 3.8553
H -2.6160 -3.9869 5.5949
H -4.9052 -3.9269 5.1987
H -6.1491 -2.8055 4.6305
H -5.0240 -3.5203 3.4548
H -4.0238 0.1223 3.9322
H -4.5585 -1.0669 2.7095
H -5.6779 -0.5283 3.9824
H -3.7549 -0.5523 6.3297
H -5.3729 -1.2709 6.3502
H -3.9748 -2.2434 6.8370
*
```

Per-atom Mulliken charges, elementary charge units: F -0.3547; C -0.6492; C 1.6752; F -0.3956; C 0.1876; O -0.6874; C 0.1328; F -0.3812; C 0.5765; F -0.2958; C 0.2438; O -0.7660; C -1.8097; C 1.4335; C -1.5468; C -2.1018; N 0.7558; C -0.5656; C -0.7058; N 0.7364; C 1.2961; C -1.7363; C -2.0341; C -1.5500; P -0.1303; H -0.2319; H 0.4211; H 0.4599; H 0.3817; H 0.3367; H 0.3580; H 0.4521; H 0.4793; H 0.4122; H 0.5083; H 0.2722; H 0.3516; H 0.3202; H 0.3634; H 0.3820; H 0.4569; H 0.3867; H 0.4641; H 0.4882; H 0.4212; H 0.3358; H 0.4659; H 0.3872



[2]
A molecular structure, C16H23FN2O3S, computed with ωB97M-V/def2-TZVPD.

As for the energy relative to the best compared isomer or geometry (same formula, charge and spin): 360.0 kcal/mol. For the molar mass, the calculation gives 342.4 Da. The value obtained for the total energy is -39625.645 eV. The value obtained for the highest occupied orbital energy is -8.85 eV. The value obtained for the orbital gap is 9.4 eV.

The geometry in ORCA input format:
```
! RIJCOSX wB97M-V def2-TZVPD def2/J DEFGRID3
* xyz 0 1
C -2.7114 -2.9141 1.7160
C -2.9996 -1.5627 1.0638
C -4.3424 -1.5210 0.3237
C -5.0121 -0.2782 -0.0690
H -6.0476 -0.5713 -0.5942
H -5.2119 0.2960 0.8987
C -4.3407 0.3718 -0.9343
N -3.0931 1.1450 -0.6706
C -1.8823 0.8764 -1.0807
O -1.5451 0.0528 -1.9161
C -0.7788 1.7117 -0.1947
C -0.8616 2.9114 0.1745
C 0.3328 3.2053 0.8340
C 1.4750 2.7222 1.1906
C 1.4972 1.3228 0.5469
C 0.3763 0.7507 0.1176
H 0.5547 -0.3859 -0.3361
S 2.9227 0.2706 1.0484
O 4.1171 1.2913 1.3727
O 2.5446 -0.7340 1.9109
N 3.1771 -0.2511 -0.6779
C 3.6910 -1.4805 -0.5303
H 3.2733 -2.0084 -1.4143
H 3.5904 -2.0358 0.4375
C 5.2965 -1.2155 -1.2850
H 6.0327 -1.7971 -0.2966
H 5.5291 -2.0462 -2.0007
C 5.5180 0.2961 -1.1699
H 5.7556 0.4994 -0.0772
H 6.2007 0.3890 -1.8587
C 4.0679 0.7507 -1.4268
H 3.7341 0.5170 -2.5527
H 3.9349 1.7067 -1.0278
H 2.2864 2.9071 1.6534
H 0.1989 4.3384 1.3000
F -1.8203 3.7732 0.1308
H -3.1863 1.7582 0.0549
H -3.9101 -0.1663 -1.6126
H -4.8929 1.3172 -1.5465
H -5.3407 -1.9718 1.1042
H -4.3228 -2.3055 -0.3846
H -3.3423 -0.7537 2.1212
H -2.4766 -1.2727 0.4025
H -3.5444 -3.3960 2.3867
H -2.8086 -3.5905 0.7621
H -1.6356 -2.9226 2.1061
*
```

Per-atom Mulliken charges, elementary charge units: C -1.1594; C -0.2159; C -0.8344; C 0.0996; H 0.2071; H 0.2747; C -1.6283; N -0.0237; C 0.1071; O -0.6577; C -0.0792; C 1.1162; C -0.3949; C -1.3980; C 0.5895; C -0.3739; H 0.1779; S 1.0668; O -0.6761; O -0.6118; N 0.0204; C -0.8450; H 0.3302; H 0.4362; C -0.5801; H 0.1617; H 0.3948; C -0.6565; H 0.2262; H 0.4676; C -0.5508; H 0.3622; H 0.3447; H 1.0773; H 0.1109; F -0.2909; H 0.2285; H 0.7573; H 0.2455; H 0.2084; H 0.4410; H 0.2521; H 0.4191; H 0.2823; H 0.2655; H 0.3051



[3]
C16H23N3O3 in the gas phase, computed with ωB97M-V/def2-TZVPD.

As for the energy relative to the best compared isomer or geometry (same formula, charge and spin): 44.3 kcal/mol. As for the SMILES: CC(C)N1CCC(NC(=O)Nc2ccc3c(c2)OCO3)CC1. For the molar mass, the calculation gives 305.4 Da. The value obtained for the total energy is -27578.427 eV. The value obtained for the highest occupied orbital energy is -7.87 eV. The value obtained for the orbital gap is 8.6 eV.

The geometry in ORCA input format:
```
! RIJCOSX wB97M-V def2-TZVPD def2/J DEFGRID3
* xyz 0 1
C -3.3088 -2.1055 5.3377
H -3.8243 -2.1321 6.2944
H -3.7071 -2.9041 4.7173
H -2.2502 -2.2848 5.5016
C -3.5023 -0.7372 4.6809
N -2.5404 -0.5576 3.6045
C -2.2825 0.8178 3.2412
C -0.9897 0.8995 2.4325
C -1.1207 0.0488 1.1678
N 0.0765 0.0846 0.3398
C 1.2895 -0.3503 0.7673
O 1.5086 -0.8860 1.8331
N 2.3423 -0.1322 -0.1095
C 2.3650 0.2789 -1.4395
C 3.4679 1.0006 -1.8926
C 3.5799 1.4277 -3.2113
C 2.5490 1.1154 -4.0629
C 1.4505 0.3765 -3.6232
C 1.3330 -0.0628 -2.3285
H 0.5029 -0.6775 -2.0264
O 0.5852 0.1830 -4.6659
C 1.1768 0.8153 -5.7819
O 2.3965 1.4085 -5.3953
H 0.4958 1.5898 -6.1694
H 1.3621 0.0689 -6.5713
H 4.4369 1.9835 -3.5514
H 4.2608 1.2318 -1.1980
H 3.2422 -0.2795 0.3257
H 0.0759 0.7374 -0.4272
C -1.4725 -1.3787 1.5823
C -2.7485 -1.3644 2.4209
H -2.9892 -2.3834 2.7231
H -3.5802 -0.9793 1.8003
H -1.6117 -2.0038 0.6986
H -0.6525 -1.7805 2.1750
H -1.9306 0.4492 0.5449
H -0.7767 1.9391 2.1732
H -0.1668 0.5056 3.0278
H -2.1770 1.4089 4.1541
H -3.1070 1.2547 2.6441
C -4.9703 -0.5375 4.2764
H -5.1108 0.4331 3.8055
H -5.6044 -0.5851 5.1580
H -5.2879 -1.3126 3.5830
H -3.2494 0.0247 5.4288
*
```

Per-atom Mulliken charges, elementary charge units: C -1.5938; H 0.4664; H 0.3460; H 0.3754; C 0.2401; N 0.2599; C -0.8436; C -0.7248; C -0.5172; N -0.1144; C 0.2479; O -0.6685; N -0.0685; C 0.1930; C -0.7530; C -0.9535; C 0.9221; C 1.0130; C -1.0417; H 0.5976; O -0.4818; C -0.2544; O -0.4606; H 0.2455; H 0.2430; H 0.4139; H 0.3832; H 0.2642; H 0.4799; C -1.0003; C -0.6875; H 0.4486; H 0.3585; H 0.3818; H 0.3482; H 0.3564; H 0.3564; H 0.3578; H 0.4695; H 0.3360; C -1.3931; H 0.3523; H 0.4637; H 0.2904; H 0.3459



[4]
A molecular structure, C16H23N5O8Pt, computed with ωB97M-V/def2-TZVPD.

As for the energy relative to the best compared isomer or geometry (same formula, charge and spin): 23.4 kcal/mol. For the molar mass, the calculation gives 608.5 Da. The value obtained for the total energy is -44037.020 eV. The value obtained for the highest occupied orbital energy is -8.38 eV. The value obtained for the orbital gap is 8.1 eV.

The geometry in ORCA input format:
```
! RIJCOSX wB97M-V def2-TZVPD def2/J DEFGRID3
* xyz 0 1
Pt 0.2857 0.1073 0.6010
N -0.5366 -1.1198 2.2943
C 0.0536 -1.2099 3.6315
C 1.4902 -1.6923 3.5598
C 2.3990 -0.6529 2.9329
N 2.1577 -0.5089 1.4914
H -1.4657 -0.7105 2.3272
H -0.6508 -2.0395 1.8824
H -0.5283 -1.8902 4.2568
H 0.0261 -0.2201 4.0879
H 1.5445 -2.6230 2.9834
H 1.8366 -1.9085 4.5711
H 3.4419 -0.9232 3.1106
H 2.2249 0.3133 3.4078
H 2.4251 -1.3640 1.0110
H 2.7511 0.2291 1.0965
O -1.5833 3.0841 -1.6778
C -0.6794 2.4286 -1.1935
O -0.8529 1.2630 -0.6678
C 0.7276 2.9813 -1.2410
C 0.8829 4.2551 -1.7278
C 2.1363 4.8573 -1.7684
C 3.2261 4.2178 -1.2362
C 3.0844 2.9383 -0.7295
C 1.8475 2.2251 -0.8026
O 1.8033 0.9653 -0.5086
N 4.2684 2.3570 -0.1070
O 4.1651 1.3389 0.5720
O 5.3291 2.9286 -0.2500
N 2.2937 6.1863 -2.3482
O 3.4104 6.6714 -2.3639
O 1.3030 6.7332 -2.7899
H 0.0059 4.7844 -2.0736
H 4.1858 4.7088 -1.1995
O -2.2477 -0.8225 0.3966
C -2.7443 -1.0721 -0.6900
C -4.2003 -1.4152 -0.8312
C -4.2156 -2.9525 -0.6125
C -3.1992 -3.7872 -1.4244
C -1.7169 -3.6476 -1.0095
C -1.0176 -2.4217 -1.6390
N -2.0055 -1.3568 -1.8050
H -4.5913 -1.1536 -1.8160
H -4.7921 -0.9289 -0.0593
H -5.2163 -3.3187 -0.8494
H -4.0471 -3.1435 0.4506
H -3.3149 -3.5798 -2.4933
H -3.4787 -4.8321 -1.2761
H -1.1757 -4.5564 -1.2792
H -1.6790 -3.5606 0.0813
H -0.6097 -2.6567 -2.6203
H -0.2053 -2.0620 -1.0097
H -2.5518 -1.4432 -2.6458
*
```

Per-atom Mulliken charges, elementary charge units: Pt 1.4066; N -0.5214; C -0.7363; C -0.6057; C -0.6084; N -0.6391; H 0.4463; H 0.1492; H 0.4038; H 0.4011; H 0.3014; H 0.3469; H 0.4090; H 0.3354; H 0.3554; H 0.4626; O -0.6990; C 0.4453; O -0.6739; C 0.2794; C -0.6715; C -0.3923; C -0.0926; C -0.3610; C 0.7606; O -1.0996; N 0.9207; O -0.7255; O -0.6322; N 1.0646; O -0.6384; O -0.6273; H 0.6206; H 0.6221; O -0.4818; C 0.2816; C -0.8853; C -0.4967; C -0.8444; C -0.3348; C -0.3389; N -0.0568; H 0.3489; H 0.3102; H 0.4051; H 0.2664; H 0.2964; H 0.3981; H 0.4950; H -0.0024; H 0.5382; H -0.3002; H 0.3950



[5]
A molecular structure, C16H23N9O4Pd, computed with ωB97M-V/def2-TZVPD.

For the molar mass, the calculation gives 511.8 Da. The value obtained for the total energy is -42018.719 eV. The value obtained for the highest occupied orbital energy (spin up / spin down) is -14.00 / -14.85 eV. The value obtained for the orbital gap (spin up / spin down) is 7.7 / 4.7 eV. The expectation value of S² is 6.064.

The geometry in ORCA input format:
```
! RIJCOSX wB97M-V def2-TZVPD def2/J DEFGRID3
* xyz 2 5
Pd 0.1504 -0.2798 1.3213
N 2.4216 -2.8183 1.4352
N 1.5472 -3.6687 2.1377
C 0.5391 -3.1627 2.8593
N -0.0870 -3.9883 3.7283
N 0.1090 -1.8705 2.5793
N -0.7004 -1.2832 3.5223
O -1.3171 -1.9095 4.3867
O -0.9324 -0.1007 3.3140
H 2.3365 -1.8790 1.8631
H 2.1303 -2.8017 0.4431
H 2.0445 -4.4220 2.6119
H -0.1109 -4.9320 3.3663
H -1.0335 -3.5920 3.9760
N 2.4070 -2.2620 -8.0313
C 2.2251 -2.0461 -6.8932
C 2.0408 -1.9325 -5.4837
C 0.8752 -2.4557 -4.9348
C 0.5829 -2.2386 -3.6130
C 1.3864 -1.3560 -2.8489
C 2.5774 -0.7787 -3.4540
C 2.8715 -1.0201 -4.7810
C 1.0936 -1.1245 -1.4980
C 0.8515 -0.8737 -0.3246
H 0.2047 -3.0116 -5.5879
H -0.1953 -2.7949 -3.1114
H 3.2283 -0.1471 -2.8201
H 3.7169 -0.4750 -5.2359
O 1.5470 1.8723 3.4374
C 2.1132 0.8068 3.3700
O 2.1426 -0.0320 2.3561
H 2.7914 0.3883 4.2300
C -3.3411 3.7348 -0.2043
N -2.9859 2.4726 0.3755
C -4.1152 1.6166 0.6641
C -1.7430 1.9309 0.4309
N -1.5094 0.6461 0.4874
N -0.6572 2.8070 0.4008
C -0.5340 3.8845 1.3924
C 0.4623 2.5596 -0.4719
H -4.3128 3.5894 -0.6817
H -2.5529 4.1098 -0.8599
H -3.4229 4.5291 0.6090
H -4.9709 2.2712 0.8780
H -3.9292 0.9740 1.5346
H -4.3138 1.0008 -0.1994
H -2.3514 0.0550 0.3699
H -1.4694 4.0483 1.9068
H -0.2446 4.7906 0.8516
H 0.2094 3.6117 2.2096
H 0.1247 1.7933 -1.1470
H 1.3611 2.2512 0.1152
H 0.7389 3.5133 -0.9818
*
```

Per-atom Mulliken charges, elementary charge units: Pd 0.4995; N -0.6161; N -0.0833; C 0.3838; N -0.4277; N -0.3772; N 1.3825; O -0.6982; O -0.6984; H 0.4149; H 0.2693; H 0.2925; H 0.2752; H 0.2964; N -0.3260; C -0.2335; C 0.8034; C -0.6145; C -0.4163; C 0.8987; C -0.3961; C -0.6056; C 0.2660; C -0.6107; H 0.4361; H 0.4547; H 0.4440; H 0.4083; O -0.4799; C 0.0444; O -0.5044; H 0.3233; C -1.0590; N 0.1100; C -1.3631; C 0.6034; N -0.3403; N 0.3831; C -0.7992; C -0.9147; H 0.4964; H 0.3534; H 0.2998; H 0.4579; H 0.4316; H 0.4434; H 0.0521; H 0.3784; H 0.3819; H 0.2637; H 0.3355; H 0.3311; H 0.3500